# 1
{"formula": "C26H49N5O6", "method": "wB97M-V/def2-TZVPD", "homo_ev": -9.28, "spin_multiplicity": 1, "homo_lumo_gap_ev": 9.509, "molar_mass_g_mol": 527.7, "lumo_ev": 0.2, "relative_energy_kj_mol": 0.0, "largest_force_ev_per_a": 1.4, "species": ["C", "N", "C", "C", "O", "H", "H", "H", "H", "H", "H", "H", "C", "C", "C", "O", "H", "H", "H", "H", "H", "H", "C", "C", "C", "O", "H", "H", "H", "H", "H", "H", "C", "C", "C", "O", "H", "H", "H", "H", "H", "H", "C", "C", "C", "O", "H", "H", "H", "H", "H", "H", "C", "C", "C", "O", "H", "H", "H", "H", "H", "H", "C", "C", "N", "H", "H", "H", "C", "C", "N", "H", "H", "H", "C", "C", "N", "H", "H", "H", "C", "C", "N", "H", "H", "H"], "coordinates": [[-11.4522, 21.3555, -8.2417], [-12.7691, 21.9317, -8.3237], [-13.8983, 21.1067, -8.7590], [-13.0127, 23.2233, -7.9469], [-14.1115, 23.6974, -7.8265], [-10.9870, 21.2966, -9.2320], [-11.5321, 20.3331, -7.8622], [-10.8136, 21.8862, -7.5413], [-14.5783, 21.0366, -7.9031], [-14.4365, 21.6074, -9.5560], [-13.5535, 20.1130, -9.0239], [-12.0732, 23.7802, -7.7783], [-13.9020, 19.8256, -13.9827], [-12.8212, 20.6293, -13.3085], [-13.2913, 21.6688, -12.3257], [-11.6611, 20.4797, -13.5805], [-14.7974, 19.7476, -13.3678], [-13.5483, 18.8446, -14.2754], [-14.1764, 20.3965, -14.8782], [-14.0015, 22.3478, -12.7955], [-12.4419, 22.1872, -11.8864], [-13.7986, 21.1491, -11.5107], [-8.5534, 17.3458, -11.7974], [-9.3043, 17.7974, -10.5681], [-10.5487, 18.6237, -10.7677], [-8.8789, 17.5587, -9.4667], [-8.6829, 16.2966, -12.0593], [-7.5136, 17.6504, -11.7116], [-8.9195, 17.9043, -12.6669], [-10.3836, 19.4627, -11.4439], [-10.9293, 18.9717, -9.8086], [-11.2972, 17.9340, -11.1745], [-8.3801, 12.8993, -7.0432], [-8.2251, 13.0846, -8.5243], [-7.7718, 14.4262, -9.0307], [-8.5440, 12.1931, -9.2737], [-7.8159, 12.0269, -6.7145], [-9.4407, 12.7763, -6.8384], [-8.0240, 13.7511, -6.4579], [-6.8555, 14.7398, -8.5256], [-8.5579, 15.1571, -8.8146], [-7.6274, 14.4244, -10.1069], [-11.1797, 13.4613, -10.5848], [-12.4711, 14.0924, -11.0282], [-13.7164, 13.2734, -10.8331], [-12.5195, 15.2285, -11.4399], [-11.0128, 12.4993, -11.0703], [-11.2119, 13.2745, -9.5087], [-10.3447, 14.1291, -10.7855], [-13.6839, 12.3870, -11.4767], [-14.6219, 13.8384, -11.0327], [-13.7472, 12.8775, -9.8151], [-9.0473, 18.0297, -15.5692], [-9.6361, 16.6688, -15.8004], [-11.1337, 16.5805, -15.5941], [-8.9783, 15.7325, -16.1781], [-9.6058, 18.4885, -14.7448], [-9.2200, 18.6739, -16.4326], [-7.9998, 18.0363, -15.2843], [-11.5419, 15.6368, -15.9414], [-11.6326, 17.4246, -16.0709], [-11.3286, 16.6583, -14.5149], [-7.5094, 20.9108, -9.7801], [-7.2906, 20.7742, -8.3507], [-7.1109, 20.6206, -7.2192], [-7.0330, 21.7630, -10.2500], [-8.5709, 20.7705, -9.9651], [-7.0148, 20.0547, -10.2660], [-10.2770, 16.8324, -6.6750], [-10.8560, 15.5087, -6.7506], [-11.3500, 14.4716, -6.7903], [-10.4483, 17.2257, -5.6665], [-10.7318, 17.5563, -7.3452], [-9.2057, 16.8219, -6.8559], [-4.0925, 18.7337, -10.0693], [-4.6861, 17.7698, -10.9876], [-5.1710, 16.9751, -11.6542], [-3.9345, 19.6973, -10.5427], [-3.1280, 18.3349, -9.7480], [-4.7276, 18.8340, -9.1912], [-5.1420, 19.5045, -14.3796], [-6.3612, 19.9691, -13.7145], [-7.3371, 20.2083, -13.1566], [-4.6333, 18.8100, -13.7080], [-4.4667, 20.3338, -14.5731], [-5.4026, 18.9608, -15.2830]], "mulliken_charge": [-0.90, 0.21, -1.08, 0.07, -0.57, 0.30, 0.13, 0.49, 0.37, 0.35, 0.36, 0.32, -1.14, 0.86, -0.89, -0.54, 0.35, 0.23, 0.35, 0.45, 0.28, 0.00, 0.51, 0.66, -0.61, -0.58, 0.40, -0.56, -0.43, 0.46, -0.37, 0.43, -1.12, 0.82, -0.60, -0.59, 0.38, 0.24, 0.28, 0.48, -0.20, 0.31, -0.51, 0.71, -1.25, -0.50, 0.45, 0.19, -0.08, 0.34, 0.31, 0.34, -0.63, 0.83, -0.88, -0.59, -0.03, 0.45, 0.07, 0.36, 0.32, 0.11, 0.37, 0.27, -0.55, 0.54, -0.25, -0.36, -0.50, 0.43, -0.49, 0.43, -0.05, 0.22, -0.90, 0.48, -0.45, 0.30, 0.34, 0.23, -0.89, 0.44, -0.37, 0.20, 0.34, 0.33]}

---

# 2
{"formula": "C3HClNP", "method": "wB97M-V/def2-TZVPD", "homo_ev": [-8.86, -8.86], "spin_multiplicity": 1, "homo_lumo_gap_ev": [4.397, 4.407], "molar_mass_g_mol": 117.5, "lumo_ev": [-4.5, -4.5], "relative_energy_kj_mol": 430.2, "largest_force_ev_per_a": 3.8, "species": ["C", "C", "C", "N", "P", "Cl", "H"], "coordinates": [[-2.8136, 0.6069, -0.0538], [0.1446, 0.4101, 0.6743], [0.9117, -0.4350, 0.2027], [-3.7394, 0.3856, -0.6806], [2.0949, -1.5655, -0.2592], [3.6174, -0.5769, -1.0993], [-0.2158, 1.1747, 1.2159]], "mulliken_charge": [-0.25, 0.35, -0.36, -0.36, 0.19, -0.06, 0.49]}

---

# 3
{"formula": "CH7NO", "method": "wB97M-V/def2-TZVPD", "homo_ev": -9.65, "spin_multiplicity": 1, "homo_lumo_gap_ev": 9.786, "molar_mass_g_mol": 49.1, "lumo_ev": 0.1, "relative_energy_kj_mol": 486.5, "largest_force_ev_per_a": 9.3, "species": ["C", "H", "H", "H", "H", "H", "H", "H", "N", "O"], "coordinates": [[-1.3246, -0.5300, 0.1514], [2.1885, -1.1349, -0.1682], [2.1232, 0.6677, -0.2896], [-0.1707, 0.8168, -0.9329], [-0.8875, 1.6396, 0.6300], [-1.5991, -0.7352, 1.2805], [-2.2592, -0.1729, -0.4676], [-0.7595, -1.1655, -0.5400], [-0.3635, 0.6889, 0.1379], [3.0524, -0.0745, 0.1987]], "mulliken_charge": [-0.66, 0.32, 0.34, 0.26, 0.25, 0.25, 0.24, 0.28, -0.58, -0.69]}

---

# 4
{"formula": "C7H18Cl2NO2PSSb", "method": "wB97M-V/def2-TZVPD", "homo_ev": -4.43, "spin_multiplicity": 1, "homo_lumo_gap_ev": 7.445, "molar_mass_g_mol": 403.9, "lumo_ev": 3.0, "largest_force_ev_per_a": 0.7, "total_charge": -1, "species": ["C", "C", "O", "C", "C", "O", "Sb", "N", "P", "S", "C", "Cl", "C", "C", "Cl", "H", "H", "H", "H", "H", "H", "H", "H", "H", "H", "H", "H", "H", "H", "H", "H", "H", "H"], "coordinates": [[-4.0726, -1.1062, -2.3523], [-3.0059, -0.2394, -3.0189], [-1.7022, -0.7608, -2.9155], [-1.1416, -0.6391, -1.6086], [0.3328, -1.0593, -1.6570], [1.2382, 0.0082, -1.5187], [1.4886, 0.8856, 0.3038], [0.2529, 2.4960, -0.1435], [3.1099, -1.0791, 0.9346], [2.3583, -2.9103, 1.1470], [1.9462, 1.7996, 2.2958], [2.7614, 3.3247, 2.1876], [1.6743, 1.2617, 3.4782], [0.9923, -0.0701, 3.6897], [2.0808, 2.0680, 4.9882], [-5.0697, -0.7745, -2.6619], [-3.9476, -2.1524, -2.6464], [-4.0256, -1.0467, -1.2615], [-3.2171, -0.1502, -4.0900], [-3.0375, 0.7783, -2.5926], [-1.7062, -1.2547, -0.8943], [-1.2153, 0.4116, -1.2908], [0.5216, -1.8365, -0.9045], [0.4928, -1.5157, -2.6434], [0.2108, -0.0642, 0.9707], [2.8279, 1.7077, -0.3857], [-0.6536, 2.3825, 0.3023], [0.0827, 2.4821, -1.1463], [4.2249, -1.0269, 0.0714], [3.7618, -0.6761, 2.1214], [-0.0753, -0.0028, 3.4564], [1.4191, -0.8548, 3.0562], [1.0931, -0.3862, 4.7288]], "mulliken_charge": [-1.10, -0.22, -0.36, -0.03, -0.31, -0.75, 0.81, -0.90, 0.00, -0.53, -0.32, -0.22, 0.56, -1.02, -0.25, 0.39, 0.27, 0.28, 0.31, 0.28, 0.22, 0.17, 0.06, 0.31, -0.01, -0.06, 0.24, 0.28, 0.07, 0.06, 0.27, 0.13, 0.36]}

---

# 5
{"formula": "C15H20N2OZn", "method": "wB97M-V/def2-TZVPD", "homo_ev": [-4.94, -6.89], "spin_multiplicity": 1, "homo_lumo_gap_ev": [4.459, 6.922], "molar_mass_g_mol": 309.7, "lumo_ev": [-0.5, 0.0], "relative_energy_kj_mol": 107.7, "largest_force_ev_per_a": 1.9, "species": ["C", "C", "H", "H", "H", "H", "H", "H", "C", "C", "C", "C", "H", "H", "H", "H", "N", "C", "C", "N", "C", "C", "C", "H", "H", "C", "H", "H", "Zn", "C", "H", "H", "H", "C", "C", "O", "H", "H", "H"], "coordinates": [[-3.7101, -0.4863, 0.5420], [-4.0520, 0.7987, -0.2436], [-3.7378, -1.3624, -0.1173], [-4.4245, -0.6692, 1.3571], [-2.7075, -0.4452, 1.0069], [-3.5012, 0.8171, -1.1974], [-5.1305, 0.8455, -0.4792], [-3.7922, 1.7155, 0.3043], [-0.1136, -2.7248, 0.4721], [0.7804, -3.7993, 0.3749], [1.9834, -3.6229, -0.3132], [2.2332, -2.3909, -0.9097], [-1.0517, -2.8082, 1.0358], [0.5261, -4.7480, 0.8380], [2.7307, -4.4170, -0.3740], [3.1669, -2.1690, -1.4166], [0.1393, -1.5313, -0.1028], [1.2811, -1.3589, -0.8340], [1.5534, 0.0108, -1.3330], [0.6555, 0.9631, -0.9540], [0.9106, 2.2575, -1.1823], [2.9667, 1.7240, -2.3140], [2.0529, 2.6788, -1.8599], [0.2012, 2.9947, -0.8224], [2.1918, 3.7445, -1.9822], [2.7189, 0.3779, -2.0407], [3.4565, -0.3768, -2.3034], [3.8580, 2.0387, -2.8638], [-1.0020, 0.3149, 0.2534], [-1.4931, 2.1917, 0.7533], [-1.9579, 2.7506, -0.0761], [-0.5551, 2.6895, 1.0261], [-2.1836, 2.2557, 1.6086], [1.4019, 0.5037, 2.2625], [0.0037, 0.0015, 2.2170], [-0.6367, -0.7066, 2.9403], [1.9179, 0.1458, 1.3642], [1.9377, 0.1951, 3.1714], [1.3813, 1.6014, 2.1917]], "mulliken_charge": [-0.15, -0.94, 0.32, 0.36, -0.21, 0.25, 0.36, 0.21, -0.06, -0.86, -0.45, -0.73, 0.37, 0.37, 0.40, 0.24, 0.20, 0.13, 0.57, 0.30, -0.19, -0.47, -0.81, 0.40, 0.41, -0.58, 0.30, 0.40, 0.22, -1.71, 0.38, 0.43, 0.45, -1.11, 0.93, -0.55, 0.20, 0.38, 0.24]}

---

# 6
{"formula": "C5H7NO2", "method": "wB97M-V/def2-TZVPD", "homo_ev": -7.76, "spin_multiplicity": 1, "homo_lumo_gap_ev": 8.233, "molar_mass_g_mol": 113.1, "lumo_ev": 0.5, "relative_energy_kj_mol": 468.2, "largest_force_ev_per_a": 6.6, "species": ["C", "C", "C", "C", "C", "H", "H", "H", "H", "H", "H", "H", "N", "O", "O"], "coordinates": [[2.0645, -0.6885, 0.0932], [0.6386, -0.0812, -0.0919], [-0.7105, 1.7976, 0.1068], [-1.4689, 0.6206, 0.0877], [-0.7238, -0.5774, -0.2054], [2.6280, -1.1503, -0.8376], [1.6279, -1.5412, 0.9164], [3.0333, 0.0559, 0.6827], [1.4616, 1.7554, -0.2337], [-0.9506, 2.9585, -0.3208], [-2.9067, -0.7033, -0.2014], [-1.0135, -2.3878, -0.0481], [0.6570, 1.2846, -0.0541], [-2.8288, 0.3004, 0.1008], [-1.5082, -1.6432, 0.0054]], "mulliken_charge": [-0.86, -0.06, -0.72, 0.49, 0.58, 0.23, 0.21, 0.26, 0.15, 0.21, 0.44, 0.31, -0.03, -0.63, -0.56]}